[1]
DFT (ωB97M-V with the def2-TZVPD basis set) results for C32H46BrHgN3P2 as an isolated structure at a distorted geometry.

E: -131178.9593 eV
Orbital gap: 6.03 eV

Structure (ORCA input):
```
! wB97M-V def2-TZVPD RIJCOSX def2/J DEFGRID3
* xyz 2 1
N 8.688 0.050 -2.846
C 8.474 -0.584 -1.701
C 7.190 -0.808 -1.189
C 6.082 -0.244 -1.856
C 6.331 0.446 -3.055
C 7.652 0.555 -3.497
C 4.711 -0.444 -1.364
Hg -1.040 0.126 -0.731
P -3.136 -1.063 -0.859
C 3.612 0.306 -1.710
C 2.298 -0.214 -1.408
C 1.456 -0.701 -2.446
C 0.820 -1.956 -2.189
C 1.093 -2.623 -0.954
C 1.214 -1.727 0.167
C 2.030 -0.579 -0.073
Br 0.987 -4.460 -0.828
H 4.603 -1.349 -0.733
H 3.756 1.205 -2.348
H 7.061 -1.383 -0.274
H 5.534 0.881 -3.646
H 9.335 -0.992 -1.167
H 7.879 1.028 -4.445
H 1.472 -0.265 -3.447
H 2.493 0.052 0.677
H 0.120 -2.452 -2.860
H 0.553 -1.736 1.035
P -1.199 2.502 -0.395
C -2.797 -2.838 -0.604
C -3.758 -3.888 -1.153
H -2.718 -2.982 0.480
H -1.762 -3.059 -0.961
H -3.384 -4.900 -0.897
H -4.757 -3.780 -0.735
H -3.864 -3.859 -2.246
C -3.668 -0.763 -2.620
C -5.126 -0.752 -3.070
H -3.133 -1.523 -3.199
H -3.160 0.187 -2.910
H -5.186 -0.418 -4.118
H -5.583 -1.732 -3.036
H -5.776 -0.088 -2.499
C -4.322 -0.412 0.401
C -5.547 -1.172 0.957
H -4.674 0.554 -0.004
H -3.693 -0.102 1.290
H -5.987 -0.579 1.796
H -6.332 -1.324 0.212
H -5.313 -2.162 1.374
C -1.919 2.795 1.248
C -1.739 4.269 1.576
H -1.412 2.115 1.960
H -2.972 2.468 1.231
H -0.835 4.427 2.171
H -1.633 4.868 0.666
H -2.613 4.658 2.102
C -2.040 3.197 -1.875
C -1.213 2.912 -3.136
H -2.222 4.272 -1.712
H -3.023 2.695 -1.896
H -0.384 3.624 -3.238
H -0.767 1.905 -3.128
H -1.859 2.982 -4.016
C 0.587 2.845 -0.580
C 1.376 2.705 0.715
H 0.757 3.815 -1.085
H 0.930 2.050 -1.265
H 2.434 2.926 0.534
H 1.029 3.384 1.500
H 1.313 1.685 1.120
N 0.272 1.013 4.896
C 0.441 1.165 3.562
N 0.804 0.031 2.963
C 0.885 -0.923 3.963
C 0.967 -2.320 3.892
C 0.584 -3.065 5.001
C 0.187 -2.452 6.199
C 0.158 -1.048 6.310
C 0.535 -0.324 5.203
H -0.049 1.717 5.559
H 0.303 2.148 3.111
H 1.280 -2.755 2.942
H 0.590 -4.152 4.935
H -0.119 -3.072 7.038
H -0.160 -0.538 7.222
*
```

Atom charges from the Mulliken analysis, given in e for atoms 1 to 6: number 1, N, carries -0.563; number 2, C, carries -0.306; number 3, C, carries -0.508; number 4, C, carries 0.504; number 5, C, carries -0.546; number 6, C, carries -0.347

[2]
DFT (ωB97M-V with the def2-TZVPD basis set) results for C32H46BrN3P2PdS as an isolated structure at a distorted geometry.

E: -141319.7914 eV
<S²>: 2.036
Orbital gap (spin up / spin down): 7.03 / 3.19 eV

Structure (ORCA input):
```
! wB97M-V def2-TZVPD RIJCOSX def2/J DEFGRID3
* xyz 2 3
N 0.436 2.535 5.660
C 0.807 1.363 5.136
C 1.518 1.284 3.939
C 1.829 2.481 3.254
C 1.420 3.715 3.810
C 0.718 3.671 5.028
C 2.383 2.375 1.929
Pd -0.213 0.531 -2.017
P -0.461 -1.451 -3.364
C 2.325 3.354 0.993
C 2.291 2.902 -0.383
C 1.436 3.501 -1.332
C 1.126 2.836 -2.501
C 1.528 1.444 -2.619
C 2.686 1.009 -1.853
C 2.991 1.709 -0.715
Br 1.405 0.720 -4.478
H 2.810 1.401 1.689
H 2.133 4.411 1.239
H 1.788 0.318 3.509
H 1.630 4.661 3.308
H 0.565 0.455 5.684
H 0.408 4.613 5.486
H 0.876 4.399 -1.062
H 3.798 1.344 -0.074
H 0.648 3.312 -3.345
H 3.309 0.195 -2.191
P -1.943 1.156 -0.582
C 1.210 -2.134 -2.855
C 2.013 -2.964 -3.841
H 0.976 -2.717 -1.944
H 1.828 -1.286 -2.508
H 2.987 -3.167 -3.371
H 1.539 -3.932 -4.050
H 2.204 -2.431 -4.780
C -1.203 -1.151 -5.055
C -1.631 -2.272 -5.998
H -0.463 -0.526 -5.579
H -2.083 -0.513 -4.866
H -1.771 -1.819 -6.991
H -0.880 -3.062 -6.114
H -2.595 -2.719 -5.730
C -1.530 -2.713 -2.662
C -1.459 -4.096 -3.293
H -2.542 -2.301 -2.735
H -1.264 -2.785 -1.595
H -2.209 -4.729 -2.803
H -1.690 -4.091 -4.361
H -0.478 -4.565 -3.152
C -3.109 0.005 0.275
C -3.632 -1.188 -0.500
H -3.965 0.627 0.568
H -2.659 -0.337 1.213
H -4.464 -1.649 0.045
H -4.001 -0.911 -1.490
H -2.876 -1.965 -0.628
C -3.164 2.057 -1.618
C -2.688 3.383 -2.196
H -4.052 2.216 -0.990
H -3.445 1.360 -2.417
H -3.331 3.650 -3.043
H -2.761 4.190 -1.459
H -1.659 3.345 -2.567
C -1.624 2.408 0.744
C -1.707 1.936 2.195
H -2.358 3.219 0.591
H -0.631 2.844 0.550
H -1.545 2.781 2.876
H -2.687 1.507 2.435
H -0.936 1.195 2.434
N -0.641 -1.975 1.491
C 0.629 -2.412 1.456
N 1.675 -1.606 1.484
C 2.852 -2.330 1.435
C 4.148 -1.790 1.424
C 5.244 -2.646 1.350
C 5.069 -4.039 1.328
C 3.780 -4.594 1.347
C 2.679 -3.743 1.375
S 0.969 -4.147 1.370
H -1.412 -2.629 1.495
H -0.812 -0.980 1.559
H 4.246 -0.702 1.476
H 6.254 -2.230 1.324
H 5.938 -4.697 1.292
H 3.605 -5.670 1.337
*
```

Atom charges from the Mulliken analysis, given in e for atoms 1 to 6: number 1, N, carries -0.561; number 2, C, carries -0.465; number 3, C, carries -0.274; number 4, C, carries 0.644; number 5, C, carries -0.525; number 6, C, carries -0.459

[3]
DFT (ωB97M-V with the def2-TZVPD basis set) results for C32H46CaIN6O4SSb as an isolated structure at a distorted geometry.

Relative energy (zero: lowest compared OMol25 entry of this formula, charge and spin): 0.0000 eV
E: -94966.0315 eV
Orbital gap: 8.95 eV

Structure (ORCA input):
```
! wB97M-V def2-TZVPD RIJCOSX def2/J DEFGRID3
* xyz 2 1
Ca -0.396 -0.113 0.052
C 2.098 1.980 -0.806
N 1.972 0.714 -0.057
C 2.469 0.820 1.316
C 1.509 1.680 2.089
N 0.283 1.947 1.702
C -0.234 2.777 2.709
C -1.478 3.402 2.819
C -1.719 4.172 3.940
C -0.744 4.338 4.939
C 0.499 3.748 4.834
C 0.724 2.972 3.702
N 1.833 2.262 3.268
C 1.010 2.060 -1.830
N -0.159 1.479 -1.684
C -0.878 1.801 -2.849
C -2.160 1.422 -3.250
C -2.604 1.868 -4.482
C -1.798 2.675 -5.302
C -0.526 3.055 -4.916
C -0.092 2.594 -3.678
N 1.110 2.742 -2.991
H 3.076 2.101 -1.268
H 1.963 2.809 -0.116
H 2.453 -0.037 -0.539
H 3.473 1.240 1.384
H 2.509 -0.183 1.750
H -2.223 3.309 2.039
H -2.674 4.673 4.047
H -0.968 4.958 5.798
H 1.259 3.891 5.593
H 2.730 2.218 3.721
H -2.778 0.794 -2.619
H -3.594 1.592 -4.826
H -2.183 3.007 -6.260
H 0.098 3.672 -5.551
H 1.916 3.252 -3.308
C -3.197 1.521 0.085
O -2.724 0.174 -0.102
C -3.684 -0.797 0.359
C -3.340 -2.128 -0.208
O -2.075 -2.503 0.317
C -1.884 -3.917 0.282
H -4.063 1.707 -0.551
H -2.395 2.204 -0.195
H -3.477 1.680 1.127
H -4.683 -0.503 0.040
H -3.654 -0.839 1.449
H -3.307 -2.078 -1.302
H -4.109 -2.847 0.083
H -2.628 -4.418 0.904
H -0.890 -4.129 0.667
H -1.964 -4.302 -0.739
N 0.932 -3.407 1.734
C 1.771 -3.008 0.771
O 1.550 -2.011 0.063
C 3.010 -3.828 0.530
I 4.225 -3.960 2.277
H 0.125 -2.837 1.939
H 1.181 -4.151 2.363
H 3.607 -3.359 -0.238
H 2.761 -4.847 0.244
C -2.194 -0.113 4.261
S -0.566 -0.378 3.591
O -0.794 -0.904 2.165
C -0.103 -1.785 4.567
C -0.782 -2.994 4.442
C -0.369 -4.075 5.204
C 0.707 -3.939 6.083
C 1.370 -2.727 6.203
C 0.969 -1.639 5.435
H -2.792 -1.011 4.099
H -2.624 0.756 3.762
H -2.077 0.090 5.328
H -1.619 -3.089 3.755
H -0.891 -5.023 5.126
H 1.024 -4.788 6.679
H 2.201 -2.626 6.892
H 1.482 -0.685 5.516
C 0.935 -0.858 -4.245
Sb -0.165 -1.767 -2.643
C -1.817 -2.314 -3.898
C 0.811 -3.666 -2.794
H 1.173 -1.628 -4.979
H 1.864 -0.402 -3.894
H 0.317 -0.090 -4.716
H -1.413 -2.688 -4.841
H -2.454 -1.450 -4.100
H -2.416 -3.103 -3.436
H 0.671 -4.042 -3.808
H 0.398 -4.387 -2.084
H 1.879 -3.543 -2.597
*
```

Atom charges from the natural (NBO) analysis, given in e for atoms 1 to 6: number 1, Ca, carries 1.728; number 2, C, carries -0.281; number 3, N, carries -0.678; number 4, C, carries -0.275; number 5, C, carries 0.399; number 6, N, carries -0.592

[4]
DFT (ωB97M-V with the def2-TZVPD basis set) results for C32H46ClMoNO3P4 as an isolated structure at a distorted geometry.

E: -93076.8204 eV
<S²>: 2.030
Orbital gap (spin up / spin down): 5.32 / 3.21 eV

Structure (ORCA input):
```
! wB97M-V def2-TZVPD RIJCOSX def2/J DEFGRID3
* xyz 2 3
P -0.034 -3.264 -2.830
C -1.746 -3.642 -2.559
C -2.588 -3.737 -3.706
H -2.335 -3.165 -4.600
C -3.711 -4.564 -3.675
H -4.278 -4.757 -4.588
C -4.126 -5.131 -2.455
H -4.973 -5.823 -2.441
C -3.458 -4.794 -1.269
H -3.858 -5.134 -0.311
C -2.283 -4.034 -1.306
H -1.781 -3.727 -0.386
C 0.347 -1.560 -3.166
C -0.679 -0.585 -3.238
H -1.625 -0.759 -2.729
C -0.478 0.595 -3.956
H -1.268 1.348 -4.013
C 0.740 0.831 -4.602
H 0.874 1.713 -5.234
C 1.813 -0.051 -4.412
H 2.793 0.183 -4.839
C 1.638 -1.209 -3.649
H 2.484 -1.864 -3.431
C 1.203 -4.128 -1.867
C 1.697 -5.354 -2.379
H 1.160 -5.808 -3.215
C 2.836 -5.931 -1.818
H 3.256 -6.831 -2.259
C 3.434 -5.350 -0.684
H 4.334 -5.799 -0.265
C 2.885 -4.197 -0.108
H 3.331 -3.778 0.796
C 1.777 -3.575 -0.693
H 1.332 -2.693 -0.221
Mo -1.030 0.805 1.973
C 0.241 2.407 1.359
C 1.219 2.133 0.451
H 0.226 3.422 1.769
C 1.273 0.712 -0.070
O 2.541 0.150 0.292
H 2.765 -0.599 -0.288
C 0.172 -0.015 0.559
H 1.140 0.670 -1.156
C -0.161 -0.853 1.552
Cl -2.997 -0.518 2.466
P 0.222 0.350 3.983
P -2.778 2.215 0.859
C -1.041 0.411 5.254
H -1.878 -0.226 4.940
H -1.406 1.439 5.382
H -0.590 0.030 6.178
C 1.062 -1.263 4.174
H 1.879 -1.320 3.439
H 0.359 -2.083 3.965
H 1.466 -1.372 5.191
C 1.503 1.596 4.171
H 1.044 2.601 4.173
H 2.196 1.520 3.322
H 2.039 1.398 5.108
C -3.908 2.620 2.227
H -3.360 3.134 3.029
H -4.313 1.688 2.634
H -4.727 3.254 1.870
C -2.337 3.827 0.175
H -1.609 3.672 -0.629
H -1.871 4.434 0.961
H -3.217 4.348 -0.225
C -3.800 1.440 -0.434
H -4.150 0.458 -0.092
H -3.191 1.301 -1.336
H -4.667 2.069 -0.686
P 2.377 3.437 -0.111
C 1.890 5.015 0.608
C 2.285 3.494 -1.909
H 1.660 4.906 1.678
H 1.000 5.391 0.078
H 2.712 5.741 0.493
H 2.210 2.482 -2.328
H 3.179 3.983 -2.324
H 1.404 4.080 -2.204
C 4.034 2.974 0.395
H 4.189 3.285 1.436
H 4.789 3.466 -0.234
H 4.116 1.883 0.312
H 0.034 -1.873 1.811
O -0.625 4.882 3.190
N -0.652 3.910 3.976
O -1.633 3.666 4.700
*
```

Atom charges from the Mulliken analysis, given in e for atoms 1 to 6: number 1, P, carries 0.100; number 2, C, carries 0.592; number 3, C, carries -0.178; number 4, H, carries 0.446; number 5, C, carries -0.685; number 6, H, carries 0.395

[5]
DFT (ωB97M-V with the def2-TZVPD basis set) results for C32H46GeN4O5STi as an isolated structure at a distorted geometry.

Relative energy (zero: lowest compared OMol25 entry of this formula, charge and spin): 1.0636 eV
E: -140594.9654 eV
<S²>: 0.754
Orbital gap (spin up / spin down): 7.30 / 7.98 eV

Structure (ORCA input):
```
! wB97M-V def2-TZVPD RIJCOSX def2/J DEFGRID3
* xyz 1 2
Ti -0.565 -0.076 0.112
C -2.074 0.490 3.106
C -0.571 0.226 3.172
C 0.094 1.269 4.069
C -0.335 -1.164 3.763
O 0.006 0.279 1.842
Ge 1.998 1.273 1.408
O 1.272 1.748 -0.339
C 1.654 3.000 -0.970
C 3.084 2.864 -1.550
C 0.635 3.251 -2.079
C 1.629 4.165 0.017
O 2.920 -0.085 0.573
C 4.159 -0.669 0.982
C 4.058 -1.246 2.397
C 4.478 -1.782 -0.015
C 5.263 0.389 0.951
H -2.508 0.337 4.093
H -2.281 1.514 2.796
H -2.551 -0.196 2.404
H -0.356 1.236 5.060
H 1.162 1.068 4.170
H -0.036 2.275 3.666
H -0.810 -1.226 4.742
H -0.766 -1.934 3.120
H 0.732 -1.361 3.893
H 3.587 1.994 -1.126
H 3.074 2.775 -2.639
H 3.692 3.734 -1.304
H 0.754 2.540 -2.898
H -0.377 3.156 -1.682
H 0.760 4.257 -2.482
H 2.293 3.974 0.864
H 1.972 5.071 -0.481
H 0.622 4.337 0.382
H 3.375 -2.095 2.422
H 5.036 -1.583 2.737
H 3.699 -0.480 3.089
H 3.633 -2.468 -0.107
H 4.720 -1.363 -0.995
H 5.344 -2.354 0.323
H 5.051 1.174 1.680
H 6.229 -0.056 1.188
H 5.334 0.845 -0.038
S -4.265 1.881 -1.324
C -3.436 3.174 -0.508
C -3.776 4.517 -0.447
C -3.019 5.345 0.363
C -1.952 4.832 1.102
C -1.599 3.499 1.012
C -2.333 2.654 0.183
N -2.143 1.296 0.028
C -3.120 0.747 -0.685
C -3.236 -0.683 -0.740
C -4.252 -1.388 -1.409
C -4.381 -2.747 -1.234
C -3.519 -3.440 -0.390
C -2.467 -2.763 0.230
C -2.300 -1.405 0.028
H -4.622 4.904 -0.998
H -3.272 6.394 0.434
H -1.397 5.486 1.762
H -0.773 3.092 1.581
H -4.947 -0.844 -2.041
H -5.175 -3.280 -1.740
H -3.648 -4.503 -0.226
H -1.785 -3.330 0.857
N 2.012 0.044 -2.088
C 1.211 -0.182 -3.317
C -0.283 -0.265 -2.952
O -1.082 -0.631 -3.776
O -0.494 0.099 -1.734
H 2.034 -0.779 -1.478
H 2.972 0.311 -2.291
H 1.583 0.781 -1.433
H 1.514 -1.098 -3.817
H 1.346 0.650 -4.005
N 1.560 -5.926 0.172
C 1.200 -4.621 0.095
C 1.439 -3.726 1.147
C 1.103 -2.404 1.013
N 0.508 -1.863 -0.073
C 0.270 -2.744 -1.075
C 0.609 -4.072 -1.049
H 1.796 -6.307 1.072
H 1.192 -6.575 -0.502
H 1.899 -4.073 2.064
H 1.324 -1.717 1.809
H -0.249 -2.364 -1.944
H 0.384 -4.693 -1.907
*
```

Atom charges from the Mulliken analysis, given in e for atoms 1 to 6: number 1, Ti, carries 0.034; number 2, C, carries -1.259; number 3, C, carries 1.344; number 4, C, carries -1.781; number 5, C, carries -1.576; number 6, O, carries -0.298